No. 1
C25H36EuN5OSi2 as an isolated structure at a distorted geometry. Source: the OMol25 dataset; level of theory: the ωB97M-V functional and the def2-TZVPD basis.

```
! wB97M-V def2-TZVPD RIJCOSX def2/J DEFGRID3
* xyz -1 8
Eu 0.1785 0.3379 -0.1735
Si -2.1662 -0.3297 2.8700
Si 2.9279 2.3205 0.2588
O 1.1231 -1.7445 0.4785
N -0.8212 0.4172 2.1016
N 2.0723 -3.7652 0.1909
N -1.5759 -1.4947 -0.9191
N 2.4567 -2.5230 2.1083
N 1.4849 1.8286 1.0255
C 2.3182 3.0633 -1.4189
C 3.0010 -2.5260 -3.2508
C -3.3512 -2.7641 -3.9109
C 1.9684 2.6191 3.2514
C 4.2358 3.6059 0.8420
C -3.5191 0.9048 3.4748
C -0.2493 1.4256 4.2642
C 3.3665 -1.2198 -2.9861
C 1.8701 -2.6361 0.9056
C 0.6989 -1.9193 -2.7875
C 0.5545 2.1734 5.1056
C -2.2921 -3.0483 -4.7534
C 1.6617 -2.8599 -3.1780
C 0.0088 1.2252 2.9071
C 1.6895 2.7699 4.5971
C 1.0500 -0.6150 -2.3313
C -3.2155 -1.4896 1.7555
C 2.4206 -0.3161 -2.5205
C 1.1669 1.8846 2.3791
C -1.7970 -1.9892 -2.2343
C -1.6910 -1.5765 4.2723
C 4.0045 0.7225 0.0255
C -0.7156 -2.2579 -3.0826
C -3.0968 -2.2414 -2.6558
C -0.9973 -2.7917 -4.3402
H -2.4497 -1.4959 -0.3953
H 2.7598 -4.4467 0.4580
H 1.3520 -3.8687 -3.4353
H -4.0285 -1.8666 2.3644
H 3.7433 -3.2530 -3.5565
H 2.7619 0.6955 -2.3460
H -0.9073 -2.0949 -0.4264
H -1.0024 -2.3265 3.8887
H -2.4721 -3.4607 -5.7350
H 4.3969 -0.9192 -3.1196
H 4.8023 3.2454 1.6974
H 3.0906 3.0138 -2.1766
H 2.0613 4.1103 -1.2936
H 4.6614 0.7875 -0.8347
H -3.8169 1.5572 2.6573
H -0.1724 -2.9851 -5.0097
H 2.3488 3.3507 5.2252
H 1.4248 2.5505 -1.8032
H -3.1773 1.5489 4.2776
H -2.6626 -2.3555 1.4089
H -3.9185 -2.0135 -1.9878
H -4.3693 -2.9572 -4.2173
H -1.1261 0.9770 4.6927
H 3.7931 4.5599 1.1183
H -2.5608 -2.1018 4.6554
H -3.6734 -0.9668 0.9222
H 3.3665 -0.1568 -0.0930
H 3.0370 -3.2364 2.5105
H 1.7726 -3.7524 -0.7745
H 0.2867 2.2835 6.1481
H 4.9478 3.7966 0.0413
H 4.6366 0.5611 0.8950
H 2.8368 3.0983 2.8356
H -4.4127 0.3958 3.8234
H 2.2598 -1.6889 2.6391
H -1.2014 -1.1035 5.1160
*
```

## Properties
**E_LUMO (spin up / spin down)**: 2.361 / 2.359 eV
**Highest occupied orbital energy (spin up / spin down)**: -2.6613 / -2.9686 eV
**Relative energy (zero: lowest compared OMol25 entry of this formula, charge and spin)**: 1.0842 eV

Population analysis type Mulliken, resulting atomic charges in e: 0.899 0.186 0.051 -0.374 0.139 -0.435 0.061 -0.428 0.118 -1.164 -0.660 -0.545 -0.377 -1.346 -1.191 -0.354 -0.585 0.453 1.297 -1.198 -0.757 -0.901 0.277 -0.805 -0.273 -1.444 -0.840 0.577 0.075 -1.140 -0.507 0.672 -0.737 -0.732 -0.138 0.210 0.450 0.462 0.377 0.527 0.143 0.269 0.366 0.351 0.349 0.344 0.398 0.310 0.323 0.461 0.383 0.306 0.346 0.396 0.393 0.373 0.209 0.342 0.351 0.243 -0.256 0.151 0.176 0.356 0.379 0.411 0.244 0.319 0.239 0.430



No. 2
C25H36FN7O4ReS as an isolated structure at a distorted geometry. Source: the OMol25 dataset; level of theory: the ωB97M-V functional and the def2-TZVPD basis.

```
! wB97M-V def2-TZVPD RIJCOSX def2/J DEFGRID3
* xyz 4 2
Re -3.1570 0.1093 0.3280
S -3.0135 -2.0816 1.3180
F 3.3724 -1.9362 0.6289
O -4.8820 -0.4066 -0.2153
O -1.1095 0.1393 0.3679
O -2.4147 4.0904 0.3689
O -2.9209 1.9394 0.6719
N 7.8844 -0.1286 -0.6008
N -7.0672 -0.1813 0.3502
N 1.6045 3.2577 0.2397
N -0.9949 -2.8564 -0.3691
N 5.3180 0.1495 0.5517
N -1.3090 -4.1242 1.3811
N -6.3498 -1.7705 -1.2521
C -0.0617 -3.9601 -0.5953
C 2.0749 1.9597 0.3234
C 1.6547 -0.4079 0.5038
C -0.3162 -4.8723 0.6243
C -8.4353 -0.0122 -0.0837
C 2.5219 4.3754 0.1629
C 3.3305 4.5722 -1.0928
C -6.1121 -0.7866 -0.3682
C 6.3178 1.1510 0.8554
C 5.8992 -1.1869 0.4176
C -5.3178 -2.1165 -2.2077
C 1.1389 0.8933 0.3891
C 3.4440 1.6842 0.3669
C -7.4667 -2.6861 -1.1809
C -0.2789 1.1379 0.3641
C 2.2352 5.5331 -0.7477
C -1.6869 -3.0305 0.7499
C 3.9771 0.3889 0.4858
C 7.3701 1.2360 -0.2550
C -0.6592 2.4992 0.3445
C 2.9984 -0.6504 0.5353
C 7.4278 -1.1547 0.3682
C -6.7019 0.5734 1.5293
C -2.0955 2.9419 0.4467
C 0.3008 3.4967 0.2806
H 4.1043 2.5303 0.3083
H 7.8729 -0.9453 1.3436
H 8.9117 -0.1161 -0.6494
H 5.5169 -1.6473 -0.5002
H 5.6203 -1.8324 1.2593
H 2.9795 4.5920 1.1215
H -0.7165 -5.8517 0.3425
H 6.7970 0.8865 1.8037
H 8.1866 1.8709 0.0900
H -4.6724 -2.9085 -1.8150
H -8.5883 -0.3585 -1.1002
H -1.7267 -4.4862 2.2273
H 7.7878 -2.1365 0.0554
H -8.2246 -2.4646 -1.9371
H 0.9695 -3.5932 -0.6338
H 2.5147 6.5186 -0.4074
H 6.9468 1.6886 -1.1523
H -5.7888 -2.4875 -3.1185
H 1.3428 5.5263 -1.3533
H -9.1285 -0.5269 0.5839
H -8.6804 1.0516 -0.0364
H 0.9717 -1.2339 0.6123
H 5.8775 2.1337 0.9994
H 7.5586 -0.3910 -1.5401
H -1.1447 -2.1242 -1.0449
H -5.7860 0.1833 1.9801
H -6.5619 1.6335 1.3032
H -7.0981 -3.6934 -1.3884
H 3.1586 3.8884 -1.9115
H -0.2835 -4.4531 -1.5458
H -4.7090 -1.2425 -2.4533
H 4.3561 4.8925 -0.9912
H 0.5801 -5.0288 1.2328
H -7.9284 -2.6825 -0.1966
H -7.5085 0.4959 2.2588
H -0.0252 4.5311 0.2695
*
```

## Properties
**E_LUMO (spin up / spin down)**: -13.157 / -12.762 eV
**Highest occupied orbital energy (spin up / spin down)**: -18.0407 / -18.0443 eV
**Relative energy (zero: lowest compared OMol25 entry of this formula, charge and spin)**: 1.9567 eV

Population analysis type Mulliken, resulting atomic charges in e: 1.628 -0.381 -0.322 -0.929 -0.770 -0.505 -0.428 -0.018 0.061 0.231 0.036 0.162 -0.194 0.092 -0.282 -0.038 -0.898 -0.554 -1.095 -0.424 -0.375 0.818 -0.739 -0.487 -1.061 0.211 -0.827 -1.140 1.975 -0.964 0.493 -0.350 -0.670 -0.411 0.405 -1.153 -1.057 0.339 -0.301 0.600 0.429 0.385 0.500 0.401 0.454 0.338 0.313 0.423 0.333 0.401 0.222 0.445 0.367 0.147 0.271 0.365 0.436 0.358 0.368 0.404 0.661 0.394 0.401 0.165 0.356 0.357 0.428 0.239 0.378 0.348 0.326 0.341 0.415 0.382 0.772



No. 3
One molecule with the formula C25H36N2O4. Source: the OMol25 dataset; level of theory: the ωB97M-V functional and the def2-TZVPD basis.

```
! wB97M-V def2-TZVPD RIJCOSX def2/J DEFGRID3
* xyz 0 1
O 5.0112 2.9959 -0.5515
O 2.3572 1.7242 -0.9693
O -0.0929 -3.3426 -1.9224
O 1.1462 -0.1766 -1.1711
N -3.9345 -1.1321 -0.6350
N -1.3355 -1.4779 -1.7061
C 4.5917 -2.5862 2.3665
C -6.6272 2.5668 1.3660
C 1.8753 -2.2401 -0.2385
C -2.7797 -0.5284 0.0021
C 4.0745 1.9685 1.4425
C -0.1952 -2.1843 -1.5475
C 3.2381 -2.2486 1.8160
C 4.2628 0.5599 0.8596
C 3.0834 -1.6517 0.4293
C 0.9914 -1.5151 -0.9219
C -5.9101 0.3666 1.9980
C -3.5548 -2.3894 -1.2516
C -6.3126 2.2843 0.0467
C -5.5970 0.0748 0.6782
C 1.9454 3.7386 -2.1996
C 5.0802 2.9559 0.8536
C -5.0511 -1.2711 0.2835
C -2.4818 -2.1282 -2.3071
C 3.6555 -3.6817 1.9593
C 1.9620 2.2201 -2.2480
C 2.4403 0.3404 -0.9005
C -6.4263 1.6050 2.3402
C 2.9450 -0.1196 0.4770
C -1.7019 -0.2475 -1.0471
C -5.8041 1.0452 -0.2951
H 3.9744 -1.9116 -0.1574
H -5.8367 -1.8304 -0.2365
H 6.1052 2.6692 1.1102
H 2.4994 -1.8869 2.5217
H 3.0726 2.3293 1.2049
H -3.0890 0.4101 0.4670
H 4.1787 1.9538 2.5280
H -5.7517 -0.3801 2.7637
H -2.3602 -1.1874 0.7863
H 4.7782 -0.0661 1.5869
H 3.1259 -0.0382 -1.6883
H -2.1099 0.4372 -1.7985
H 4.8923 0.6225 -0.0311
H -4.7726 -1.8448 1.1861
H -4.4338 -2.8281 -1.7292
H -6.4676 3.0326 -0.7170
H -5.5527 0.8157 -1.3193
H -7.0272 3.5337 1.6336
H 1.3027 4.0747 -1.3904
H 4.7748 -2.4262 3.4183
H 4.0980 2.7795 -0.7925
H -2.8867 -1.4697 -3.0816
H 2.6718 1.8600 -3.0067
H 4.8917 3.9594 1.2662
H 3.1921 -4.2800 2.7285
H -6.6687 1.8195 3.3709
H 2.9460 4.1317 -2.0401
H 1.5627 4.1255 -3.1397
H 1.6991 -3.2972 -0.1296
H 2.1715 0.1400 1.2080
H -3.1637 -3.1089 -0.5097
H 0.9669 1.8329 -2.4928
H -0.8357 0.2131 -0.5806
H 3.8854 -4.2337 1.0610
H -2.1459 -3.0657 -2.7517
H 5.4569 -2.4106 1.7448
*
```

## Properties
**E_LUMO**: 0.704 eV
**Highest occupied orbital energy**: -8.8033 eV
**Relative energy (zero: lowest compared OMol25 entry of this formula, charge and spin)**: 3.5603 eV

Population analysis type natural (NBO), resulting atomic charges in e: -0.740 -0.559 -0.625 -0.534 -0.443 -0.426 -0.421 -0.219 -0.218 -0.241 -0.436 0.641 -0.221 -0.408 -0.243 0.198 -0.234 -0.226 -0.204 0.060 -0.630 -0.050 -0.254 -0.231 -0.421 -0.069 0.413 -0.209 -0.235 -0.218 -0.241 0.214 0.210 0.167 0.217 0.210 0.217 0.209 0.207 0.165 0.218 0.146 0.196 0.215 0.170 0.205 0.212 0.224 0.212 0.215 0.217 0.478 0.195 0.172 0.159 0.218 0.212 0.216 0.219 0.241 0.209 0.171 0.188 0.239 0.214 0.250 0.213